(w)
C6H11N4 | ωB97M-V with the def2-TZVPD basis set

Output
* charge: +1
* HOMO energy (spin up / spin down): -11.68 / -11.68 eV
* HOMO-LUMO gap (spin up / spin down): 0.27591 / 0.27600 hartree

CARTESIAN COORDINATES (ANGSTROEM)
C1 -2.4974 -0.1518 -0.5810
C2 -2.4573 1.2535 -0.5537
C3 -1.6015 -1.1451 -0.9850
C4 0.1193 -0.8808 0.7625
C5 1.4097 -0.1008 0.3888
C6 -0.3000 2.4604 -0.2989
N1 -1.4000 2.0537 -0.5218
N2 -0.4767 -1.3709 -0.5045
N3 0.2986 -2.2917 -1.1445
N4 1.2914 1.3570 0.5344
H1 -3.4168 -0.6547 -0.4430
H2 -3.4338 1.7735 -0.4775
H3 0.2855 -1.7594 1.3624
H4 -0.8131 -0.3375 1.2219
H5 2.1888 -0.4750 0.9539
H6 1.7140 -0.3823 -0.5953
H7 0.2510 3.3089 -0.2404
H8 0.7219 -3.0757 -0.7143
H9 -0.1597 -2.7424 -1.9150
H10 1.1667 1.5223 1.5582
H11 2.1973 1.7164 0.1545

Löwdin population analysis, charges in e, atoms 1 to 4:
1. C -0.0539
2. C -0.1284
3. C -0.0069
4. C -0.0534

***

(x)
C6H11N4 | ωB97M-V with the def2-TZVPD basis set

Output
* charge: +1
* HOMO energy (spin up / spin down): -11.28 / -11.28 eV
* HOMO-LUMO gap (spin up / spin down): 0.24206 / 0.24200 hartree

CARTESIAN COORDINATES (ANGSTROEM)
N1 0.7719 1.8166 -1.8002
C1 -0.2748 1.4620 -1.0921
C2 -0.8456 2.2399 -0.1489
C3 -1.8207 1.8960 0.8153
C4 -2.2498 0.5634 1.1171
C5 -1.5426 -0.6064 0.9534
N2 -0.2435 -0.8163 0.7016
N3 0.2765 -1.9869 0.4115
C6 1.3998 -2.5143 0.7779
N4 1.9032 -3.5559 0.1929
H1 1.4275 2.5187 -1.4213
H2 1.2199 1.3277 -2.5420
H3 -0.8156 0.7325 -1.5929
H4 -0.1916 3.0394 0.1279
H5 -2.3357 2.5756 1.4907
H6 -3.2424 0.3993 1.4399
H7 -2.1224 -1.5208 1.1778
H8 0.3706 0.0012 0.5912
H9 2.0684 -2.0099 1.4925
H10 2.8054 -4.0675 0.1574
H11 1.4115 -3.9605 -0.5338

Löwdin population analysis, charges in e, atoms 1 to 4:
1. N 0.1519
2. C -0.2025
3. C -0.0912
4. C -0.0003

***

(y)
C6H11N4 | ωB97M-V with the def2-TZVPD basis set

Output
* charge: +1
* HOMO energy (spin up / spin down): -12.77 / -12.98 eV
* HOMO-LUMO gap (spin up / spin down): 0.26571 / 0.28252 hartree

CARTESIAN COORDINATES (ANGSTROEM)
C1 -0.5798 1.6332 -0.2043
C2 2.3129 -0.5980 -0.1897
C3 1.8256 0.8671 -0.0068
C4 -1.2074 0.8432 0.9009
C5 1.2606 -1.6948 -0.2314
C6 -2.5664 -0.2065 -0.8204
N1 0.6008 1.4511 -0.5237
N2 -1.1626 -1.3685 0.4209
N3 0.2209 -1.2444 0.4441
N4 -1.8285 -0.1961 0.4481
H1 -1.2850 2.0091 -0.9777
H2 2.9973 -0.6545 -1.1576
H3 3.0333 -0.9122 0.6522
H4 2.0173 1.2185 1.0682
H5 2.6424 1.4321 -0.4831
H6 -0.6033 0.7605 1.7793
H7 1.5050 -2.7302 -0.4946
H8 -3.5246 0.3084 -0.8460
H9 -2.6537 -1.2715 -1.0592
H10 -1.9788 0.2166 -1.6556
H11 0.3828 -0.3500 0.9258

Löwdin population analysis, charges in e, atoms 1 to 4:
1. C -0.1403
2. C -0.1366
3. C -0.2116
4. C -0.0246

***

Which structure is the least stable? The one labeled (y).

***

(w)
C5H12NO4 | ωB97M-V with the def2-TZVPD basis set

Output
* charge: -1
* HOMO energy: -4.63 eV
* HOMO-LUMO gap: 0.31014 hartree

CARTESIAN COORDINATES (ANGSTROEM)
O1 -0.2434 1.2552 0.1520
C1 -0.3281 0.3710 -0.7451
O2 0.5889 0.0179 -1.5214
C2 -1.6368 -0.4384 -0.8471
C3 -1.4591 -1.8192 -0.2112
C4 -0.9118 -1.9181 1.2172
C5 -0.2710 -2.9903 1.7206
N1 -1.0498 -0.7608 1.9742
H1 -2.4241 0.0873 -0.3112
H2 -1.8189 -0.5983 -1.9089
H3 -0.7178 -2.3774 -0.7855
H4 -2.3727 -2.4288 -0.1862
H5 -0.3329 -3.9859 1.3016
H6 0.2810 -2.8244 2.6256
H7 -0.8078 -0.9453 2.9159
H8 -0.8593 0.1477 1.5580
H9 1.0908 2.7480 -0.1625
H10 0.6688 3.8123 -1.2207
O3 1.1730 3.6835 -0.4104
H11 2.3612 1.0479 -0.9573
H12 3.4295 1.9877 -1.5472
O4 3.2825 1.3396 -0.8571

Löwdin population analysis, charges in e, atoms 1 to 4:
1. O -0.0843
2. C -0.6903
3. O -0.0434
4. C -0.1270

***

(x)
C5H12NO4 | ωB97M-V with the def2-TZVPD basis set

Output
* charge: -1
* HOMO energy: -4.94 eV
* HOMO-LUMO gap: 0.30577 hartree

CARTESIAN COORDINATES (ANGSTROEM)
C1 -0.2832 0.7071 -0.1468
C2 0.6901 1.7926 -0.5989
C3 1.3745 2.5555 0.4949
C4 1.2311 2.4388 1.7925
N1 0.3836 -0.4950 0.2178
C5 -0.0548 -1.8178 -0.0211
O1 -1.1976 -1.9644 -0.5447
O2 0.7429 -2.7067 0.3081
H1 -0.8902 1.1091 0.6765
H2 -0.9716 0.4827 -0.9497
H3 0.0770 2.5339 -1.1205
H4 1.3412 1.3732 -1.3819
H5 2.0540 3.3048 0.1055
H6 1.7099 3.0590 2.5329
H7 0.5887 1.7062 2.2517
H8 1.3517 -0.4322 0.4804
H9 -1.1497 -0.9569 -2.2579
H10 -0.4820 -1.9514 -3.1131
O3 -0.7429 -1.0229 -3.1329
H11 -1.4338 -3.3352 2.0560
H12 -2.0722 -2.9411 0.7643
O4 -2.2667 -3.4393 1.5869

Löwdin population analysis, charges in e, atoms 1 to 4:
1. C -0.2471
2. C -0.1967
3. C -0.1988
4. C -0.0159

***

Which structure is the least stable? The one labeled (w).

***

(w)
C5H5NS | ωB97M-V with the def2-TZVPD basis set

Output
* HOMO energy: -8.61 eV
* HOMO-LUMO gap: 0.27874 hartree

CARTESIAN COORDINATES (ANGSTROEM)
C1 1.8939 0.6902 -0.5708
C2 1.3348 -0.1617 -1.5187
C3 1.2310 1.1138 0.5390
C4 -0.5614 0.2134 0.1985
C5 -1.2519 -0.6002 1.2409
N1 -2.1845 0.0050 0.3230
S1 -0.2318 -0.6875 -1.2927
H1 2.9200 1.0152 -0.6883
H2 1.8740 -0.5259 -2.3789
H3 -1.2019 -1.6851 1.1962
H4 -1.1850 -0.2100 2.2524
H5 -2.6372 0.8328 0.6994

Löwdin population analysis, charges in e, atoms 1 to 4:
1. C -0.3384
2. C -0.4145
3. C 0.1191
4. C -0.5129

***

(x)
C5H5NS | ωB97M-V with the def2-TZVPD basis set

Output
* HOMO energy: -7.29 eV
* HOMO-LUMO gap: 0.28264 hartree

CARTESIAN COORDINATES (ANGSTROEM)
C1 1.0038 2.3937 0.8518
C2 -2.4402 -1.0457 -0.6569
C3 0.8117 1.3304 0.3411
C4 -1.4034 -0.9807 0.0743
C5 0.7584 -0.0713 -0.1247
N1 -0.3110 -0.7191 0.6293
S1 -3.0160 0.4704 -0.9521
H1 1.0009 3.3756 1.4062
H2 -2.9828 -2.0040 -0.8301
H3 0.5433 -0.2674 -1.2481
H4 1.6066 -0.6216 0.0896
H5 -0.0932 -0.9921 1.6041

Löwdin population analysis, charges in e, atoms 1 to 4:
1. C 0.1070
2. C -0.7408
3. C -0.1156
4. C -0.2329

***

(y)
C5H5NS | ωB97M-V with the def2-TZVPD basis set

Output
* HOMO energy: -9.25 eV
* HOMO-LUMO gap: 0.29692 hartree

CARTESIAN COORDINATES (ANGSTROEM)
C1 0.7479 -1.5304 -1.4939
C2 0.6659 -1.3499 -0.0277
C3 -0.0895 -0.4017 0.5728
C4 -0.0497 -0.2920 1.9667
N1 -0.0092 -0.1827 3.1329
C5 -0.7923 0.6594 -0.1487
S1 -0.2904 1.5549 -1.4022
H1 1.7692 -1.5810 -1.7658
H2 0.1899 -0.7607 -2.0795
H3 0.4179 -2.5301 -1.7391
H4 1.2270 -2.1200 0.5921
H5 -1.7865 0.8810 0.2820

Löwdin population analysis, charges in e, atoms 1 to 4:
1. C -0.1020
2. C -0.0611
3. C -0.3447
4. C -0.2104

***

Which structure is the least stable? The one labeled (w).

***

(w)
C3H3F2N | ωB97M-V with the def2-TZVPD basis set

Output
* HOMO energy: -11.30 eV
* HOMO-LUMO gap: 0.39511 hartree

CARTESIAN COORDINATES (ANGSTROEM)
C1 -0.6116 -0.7922 0.9547
C2 0.3275 0.3539 -0.4247
C3 -0.5758 -0.8593 -0.5148
N1 0.2363 0.1641 1.0358
F1 -2.2692 -0.3921 -1.2227
F2 -0.2983 -1.9224 -1.2190
H1 -1.1065 -1.3410 1.7327
H2 1.3297 0.2343 -0.8359
H3 -0.1126 1.2968 -0.7444

Löwdin population analysis, charges in e, atoms 1 to 4:
1. C -0.0396
2. C -0.0888
3. C -0.2485
4. N 0.1296

***

(x)
C3H3F2N | ωB97M-V with the def2-TZVPD basis set

Output
* HOMO energy: -9.98 eV
* HOMO-LUMO gap: 0.40221 hartree

CARTESIAN COORDINATES (ANGSTROEM)
C1 0.1781 0.1606 1.3251
C2 -0.1061 1.1457 0.4698
F1 0.2089 2.4433 0.4879
F2 -1.0872 0.9873 -0.4301
H1 0.8176 0.3280 2.1952
H2 0.1206 -0.8387 0.9014
C3 -0.0635 -1.4623 -1.5403
N1 0.9466 -0.9357 -1.7244
H3 -1.0150 -1.8282 -1.6846

Löwdin population analysis, charges in e, atoms 1 to 4:
1. C 0.0715
2. C -0.4325
3. F 0.1136
4. F 0.0708

***

Which structure is the least stable? The one labeled (w).

***

(w)
C3H9NOS | ωB97M-V with the def2-TZVPD basis set

Output
* HOMO energy: -8.68 eV
* HOMO-LUMO gap: 0.34505 hartree

CARTESIAN COORDINATES (ANGSTROEM)
C1 -2.8198 1.0444 0.3083
C2 -1.8844 0.3916 -0.2750
C3 -1.4535 -0.9880 -0.0436
H1 -3.2875 1.9723 0.3569
H2 -3.3103 0.4332 1.1548
H3 -1.3095 0.8626 -0.9559
H4 -0.7063 -1.3688 -0.7003
H5 -0.9991 -1.1689 1.0408
H6 -2.3676 -1.4750 0.1017
N1 3.6870 0.5108 -0.6919
S1 3.5315 -0.6489 0.5262
O1 1.8931 -0.4920 1.0381
H7 3.4570 0.1386 -1.6325
H8 4.3345 1.2560 -0.5823
H9 1.2350 -0.4678 0.3547

Löwdin population analysis, charges in e, atoms 1 to 4:
1. C -0.0080
2. C -0.2840
3. C -0.1111
4. H 0.0329

***

(x)
C3H9NOS | ωB97M-V with the def2-TZVPD basis set

Output
* HOMO energy: -8.38 eV
* HOMO-LUMO gap: 0.33489 hartree

CARTESIAN COORDINATES (ANGSTROEM)
N1 -0.7347 -2.6579 0.0882
C1 -0.8734 -1.9933 -1.1592
O1 -0.9087 -2.5835 -2.1939
H1 -1.2503 -2.3748 0.8484
H2 -0.8476 -3.7734 -0.0505
H3 -1.4133 -0.9415 -1.1239
C2 2.1020 1.3378 0.3688
S1 0.5994 0.6803 1.1396
C3 -0.6528 1.9008 0.6102
H4 1.8185 1.6071 -0.7694
H5 2.9156 0.5554 0.4296
H6 2.1364 2.3245 0.6668
H7 -0.1713 2.5231 -0.2122
H8 -1.3887 1.3316 -0.0522
H9 -1.3312 2.0638 1.4096

Löwdin population analysis, charges in e, atoms 1 to 4:
1. N 0.0645
2. C -0.4212
3. O 0.0143
4. H 0.0229

***

Which structure is the least stable? The one labeled (w).

***

(w)
C2H4N2S2 | ωB97M-V with the def2-TZVPD basis set

Output
* HOMO energy: -9.08 eV
* HOMO-LUMO gap: 0.30307 hartree

CARTESIAN COORDINATES (ANGSTROEM)
H1 -1.3285 1.7318 0.0808
N1 -0.4205 1.3652 -0.2347
C1 -0.2534 0.1392 0.0933
N2 -1.0988 -0.6395 0.8022
C2 1.0457 -0.5273 -0.3327
S1 1.3215 -2.1216 -0.0869
S2 2.2167 0.4870 -1.1037
H2 -2.0545 -0.3599 0.9473
H3 -0.8751 -1.6497 0.8582
H4 1.4467 1.5748 -1.0238

Löwdin population analysis, charges in e, atoms 1 to 4:
1. H 0.0664
2. N 0.0725
3. C -0.6021
4. N 0.0948

***

(x)
C2H4N2S2 | ωB97M-V with the def2-TZVPD basis set

Output
* HOMO energy: -9.20 eV
* HOMO-LUMO gap: 0.32618 hartree

CARTESIAN COORDINATES (ANGSTROEM)
H1 2.2818 0.9924 -0.6461
N1 2.3701 -0.0604 -0.2317
C1 1.2087 -0.6322 0.2009
N2 0.0218 0.0699 -0.1112
S1 -0.2998 1.8497 0.0332
C2 -1.2496 -0.4896 -0.1741
S2 -2.7368 -0.0087 -0.0790
H2 1.1178 -1.7654 0.8216
H3 -1.6641 1.6622 0.2067
H4 -1.0498 -1.6179 -0.0204

Löwdin population analysis, charges in e, atoms 1 to 4:
1. H 0.0824
2. N 0.0313
3. C -0.2754
4. N -0.4848

***

Which structure is the least stable? The one labeled (x).

***

(w)
C2H4N2S2 | ωB97M-V with the def2-TZVPD basis set

Output
* HOMO energy (spin up / spin down): -7.10 / -9.50 eV
* HOMO-LUMO gap (spin up / spin down): 0.24932 / 0.33212 hartree

CARTESIAN COORDINATES (ANGSTROEM)
C1 -1.1914 1.1339 0.3998
C2 -1.9884 0.4479 -0.4417
N1 -0.4555 0.4533 1.2929
N2 1.7145 -1.5113 -0.3951
S1 -1.9339 -1.2931 -0.2291
S2 -0.4696 -1.1270 1.2234
H1 -0.8820 2.1878 0.2408
H2 -2.7551 0.8705 -1.1993
H3 2.6068 -1.3052 0.3003
H4 1.4953 -0.5654 -0.7301

Löwdin population analysis, charges in e, atoms 1 to 4:
1. C -0.3922
2. C -0.5025
3. N -0.4463
4. N -0.0707

***

(x)
C2H4N2S2 | ωB97M-V with the def2-TZVPD basis set

Output
* HOMO energy: -8.73 eV
* HOMO-LUMO gap: 0.34544 hartree

CARTESIAN COORDINATES (ANGSTROEM)
C1 0.1242 1.1591 -2.2384
N1 0.5829 0.6916 -1.1585
S1 -0.5335 -0.0487 -0.0831
C2 0.6607 -0.4874 1.1449
N2 0.4736 -1.0765 2.2448
S2 -1.0311 -1.6198 2.8016
H1 -0.9299 1.1254 -2.5067
H2 0.8346 1.6373 -2.8900
H3 1.6716 -0.1493 0.8896
H4 -1.8531 -1.2316 1.7958

Löwdin population analysis, charges in e, atoms 1 to 4:
1. C -0.1568
2. N -0.3574
3. S 0.8714
4. C -0.6089

***

Which structure is the least stable? The one labeled (w).